Record 1
Here is C33H28GeN2O6PdS as an isolated structure from the Open Molecules 2025 dataset. Energies are from wB97M-V/def2-TZVPD.

Its charge is -1. The calculation puts the gap between HOMO and LUMO (alpha / beta) at 7.54 / 7.46 eV. The energy relative to the best compared isomer or geometry (same formula, charge and spin) is 8.48 kcal per mole. Its spin multiplicity is 2. Its expectation value of S² is 0.76. The value obtained for the total energy is -4438.3830 hartree.

Last column: Mulliken spin population.
Cartesian coordinates (Å):
Pd (0.219, -1.865, 0.910)  0.76
C (-5.272, 4.519, 2.167)  0.00
C (-4.545, 3.204, 2.093)  0.01
C (-3.919, 2.802, 0.917)  0.00
C (-3.219, 1.608, 0.847)  0.01
C (-3.147, 0.794, 1.966)  0.00
C (-3.782, 1.166, 3.143)  0.00
C (-4.469, 2.368, 3.202)  0.00
S (-2.267, -0.751, 1.923)  0.01
O (-2.936, -1.575, 2.899)  0.00
O (-2.274, -1.180, 0.521)  0.04
N (-0.739, -0.460, 2.245)  0.04
C (-0.318, -0.757, 3.620)  0.00
C (0.283, -2.175, 3.795)  0.00
O (0.763, -2.448, 4.890)  0.00
O (0.219, -2.944, 2.772)  0.00
H (-5.665, 4.808, 1.192)  0.00
H (-4.603, 5.315, 2.502)  0.00
H (-6.104, 4.472, 2.870)  0.00
H (-3.980, 3.430, 0.036)  0.00
H (-2.748, 1.295, -0.074)  0.00
H (-3.748, 0.500, 3.995)  0.00
H (-4.966, 2.655, 4.122)  0.00
H (-1.157, -0.692, 4.316)  0.00
H (0.425, -0.029, 3.950)  0.00
O (3.314, -4.244, -0.240)  0.00
C (2.547, -3.363, 0.114)  0.00
O (1.284, -3.317, -0.124)  0.04
C (3.123, -2.198, 0.922)  0.00
C (4.488, -2.068, 1.124)  0.01
C (4.952, -0.962, 1.812)  -0.01
C (4.046, -0.024, 2.289)  0.01
C (2.699, -0.226, 2.054)  -0.02
N (2.267, -1.287, 1.378)  0.13
H (5.138, -2.834, 0.727)  0.00
H (6.013, -0.825, 1.977)  0.00
H (4.373, 0.848, 2.838)  0.00
H (1.936, 0.454, 2.410)  0.01
C (-1.891, -2.942, -4.681)  0.00
C (-2.325, -3.083, -3.371)  0.00
C (-1.651, -2.451, -2.335)  0.01
C (-0.525, -1.671, -2.595)  0.01
C (-0.098, -1.538, -3.918)  0.00
C (-0.776, -2.165, -4.955)  0.00
Ge (0.437, -0.728, -1.176)  -0.02
C (-0.189, 1.129, -1.110)  0.02
C (0.118, 1.963, -0.036)  -0.01
C (-0.258, 3.298, -0.035)  0.00
C (-0.963, 3.820, -1.110)  0.00
C (-1.294, 3.000, -2.178)  0.00
C (-0.907, 1.665, -2.178)  0.00
C (2.320, -0.627, -1.719)  0.00
C (2.950, -1.720, -2.315)  0.00
C (4.303, -1.681, -2.625)  0.00
C (5.049, -0.547, -2.343)  0.00
C (4.438, 0.548, -1.750)  0.00
C (3.086, 0.506, -1.441)  0.00
H (-2.419, -3.438, -5.486)  0.00
H (-3.195, -3.690, -3.150)  0.00
H (-2.009, -2.560, -1.319)  -0.01
H (0.777, -0.939, -4.146)  0.00
H (-0.429, -2.051, -5.976)  0.00
H (0.630, 1.556, 0.829)  0.00
H (-0.021, 3.926, 0.816)  0.00
H (-1.266, 4.861, -1.107)  0.00
H (-1.855, 3.398, -3.016)  0.00
H (-1.173, 1.034, -3.019)  0.00
H (2.388, -2.627, -2.508)  0.00
H (4.775, -2.549, -3.069)  0.00
H (6.107, -0.519, -2.576)  0.00
H (5.016, 1.437, -1.523)  0.00
H (2.623, 1.370, -0.978)  0.00

Record 2
Here is C30H57BNdO2P2 as an isolated structure in a non-equilibrium geometry from the Open Molecules 2025 dataset. Energies are from wB97M-V/def2-TZVPD.

Its charge is +1. The calculation puts the gap between HOMO and LUMO (alpha / beta) at 6.62 / 6.80 eV. Its spin multiplicity is 4. Its expectation value of S² is 3.76. The value obtained for the total energy is -2596.5138 hartree.

Last column: Mulliken spin population.
Cartesian coordinates (Å):
Nd (-0.294, 0.261, -0.745)  3.08
C (1.803, 0.929, -2.092)  -0.02
C (0.824, 1.991, -2.212)  0.02
C (1.608, 1.998, -0.007)  0.03
C (2.316, 0.978, -0.750)  -0.02
C (0.706, 2.664, -0.911)  -0.03
C (2.326, 0.132, -3.221)  0.00
H (1.571, -0.113, -3.977)  0.00
H (2.786, -0.819, -2.929)  0.00
H (3.103, 0.716, -3.735)  0.00
C (3.552, 0.321, -0.278)  0.00
H (3.920, -0.425, -0.990)  0.00
H (3.409, -0.171, 0.691)  0.00
H (4.352, 1.068, -0.134)  0.00
C (1.938, 2.480, 1.350)  -0.01
H (2.591, 3.366, 1.295)  0.00
H (2.445, 1.720, 1.947)  0.00
H (1.056, 2.783, 1.927)  0.00
C (0.160, 4.002, -0.643)  0.00
H (0.921, 4.737, -0.952)  0.00
H (-0.023, 4.174, 0.425)  0.00
H (-0.770, 4.241, -1.173)  0.00
C (0.499, 2.562, -3.521)  0.00
H (1.440, 3.019, -3.885)  0.00
H (-0.294, 3.318, -3.485)  0.00
H (0.198, 1.806, -4.261)  0.00
C (-3.031, -0.464, -2.530)  0.01
C (-2.225, -0.052, -3.563)  0.00
C (-2.809, 0.585, -4.788)  0.00
C (-3.329, 2.050, -4.598)  0.00
C (-3.259, 2.631, -3.207)  0.00
C (-4.091, 2.207, -2.235)  0.00
C (-5.096, 1.107, -2.487)  0.00
C (-4.526, -0.343, -2.620)  0.00
H (-3.636, -0.018, -5.204)  0.00
H (-4.384, 2.052, -4.919)  0.00
H (-2.036, 0.595, -5.576)  0.00
H (-4.917, -0.777, -3.560)  0.00
H (-2.650, -0.831, -1.575)  0.00
H (-1.138, -0.092, -3.523)  0.00
H (-4.967, -0.952, -1.811)  0.00
H (-5.836, 1.123, -1.669)  0.00
H (-4.103, 2.651, -1.240)  0.00
H (-5.652, 1.327, -3.415)  0.00
H (-2.788, 2.712, -5.294)  0.00
H (-2.524, 3.417, -3.042)  0.00
P (0.503, -2.355, -0.912)  0.01
C (2.244, -2.761, -0.570)  -0.01
H (2.219, -3.860, -0.617)  0.00
H (2.536, -2.381, 0.425)  0.00
H (2.881, -2.321, -1.358)  0.00
C (-0.501, -3.435, 0.164)  0.00
H (-0.053, -4.424, -0.040)  0.00
H (-1.563, -3.371, -0.149)  0.00
H (-0.367, -3.119, 1.215)  0.00
C (0.287, -3.014, -2.611)  0.00
H (-0.787, -3.006, -2.875)  0.00
H (0.710, -4.031, -2.500)  0.00
H (0.867, -2.393, -3.323)  0.00
P (-1.770, 0.842, 1.444)  0.00
C (-2.045, 2.647, 1.660)  0.00
H (-3.021, 2.651, 2.170)  0.00
H (-2.050, 3.199, 0.705)  0.00
H (-1.222, 3.001, 2.318)  0.00
C (-3.249, -0.255, 1.551)  0.00
H (-4.043, 0.133, 0.890)  0.00
H (-3.485, -0.219, 2.629)  0.00
H (-2.955, -1.282, 1.254)  0.00
C (-1.095, 0.550, 3.122)  -0.01
H (-1.905, 1.012, 3.723)  0.00
H (-0.131, 1.088, 3.212)  0.00
H (-1.000, -0.541, 3.268)  0.00
C (1.923, -3.645, 4.079)  0.00
C (1.602, -2.186, 3.858)  0.00
C (0.695, -1.701, 4.989)  0.00
O (0.869, -2.057, 2.629)  0.00
B (1.275, -0.856, 1.989)  -0.06
O (2.353, -0.284, 2.725)  0.01
C (2.848, -1.261, 3.647)  0.00
C (3.343, -0.581, 4.906)  0.00
C (4.037, -1.965, 2.997)  0.00
H (0.994, -4.221, 4.211)  0.00
H (2.515, -3.737, 5.002)  0.00
H (2.497, -4.070, 3.244)  0.00
H (-0.232, -2.295, 4.987)  0.00
H (1.182, -1.855, 5.962)  0.00
H (0.412, -0.643, 4.891)  0.00
H (3.668, -1.354, 5.620)  0.00
H (4.218, 0.049, 4.682)  0.00
H (2.569, 0.035, 5.386)  0.00
H (3.790, -2.467, 2.051)  0.00
H (4.822, -1.223, 2.786)  0.00
H (4.469, -2.701, 3.689)  0.00

Record 3
Here is C24H51GaNO4 as an isolated structure in a non-equilibrium geometry from the Open Molecules 2025 dataset. Energies are from wB97M-V/def2-TZVPD.

Its charge is -1. The calculation puts the gap between HOMO and LUMO at 6.45 eV. The value obtained for the total energy is -3225.4693 hartree.

Last column: Mulliken charge in e.
Cartesian coordinates (Å):
C (3.784, 5.168, 1.910)  -0.73
O (2.588, 5.563, 1.287)  -0.32
C (1.649, 6.192, 2.146)  -0.67
C (0.280, 5.562, 1.969)  -0.61
C (0.249, 4.090, 2.360)  -0.47
C (-1.157, 3.494, 2.359)  -0.79
C (-1.178, 2.046, 2.849)  -0.42
C (-2.414, 1.235, 2.399)  -0.74
C (-2.022, -0.050, 1.647)  -0.71
C (-1.870, 0.146, 0.139)  -0.62
C (-1.612, -1.160, -0.633)  -0.14
C (-2.510, -1.367, -1.869)  -1.20
C (-1.736, -1.936, -3.061)  -0.22
C (-1.253, -3.389, -2.841)  -0.96
Ga (0.764, -3.616, -3.028)  0.00
C (1.302, -3.499, -5.003)  -1.02
C (1.063, -2.178, -5.756)  -0.81
C (1.466, -0.893, -4.999)  0.04
C (2.430, 0.023, -5.761)  -0.73
O (2.078, 1.403, -5.696)  -0.43
C (2.316, 1.956, -4.426)  -0.58
C (1.333, -5.474, -2.339)  -0.74
C (2.162, -6.194, -3.336)  0.06
C (3.031, -7.330, -2.989)  -0.47
O (3.562, -6.019, -3.376)  -0.45
H (3.589, 4.572, 2.810)  0.32
H (4.339, 4.561, 1.197)  0.24
H (4.402, 6.030, 2.194)  0.30
H (1.615, 7.258, 1.890)  0.34
H (1.972, 6.105, 3.191)  0.41
H (-0.020, 5.680, 0.924)  0.31
H (-0.429, 6.116, 2.594)  0.34
H (0.681, 3.976, 3.364)  0.26
H (0.875, 3.512, 1.675)  0.25
H (-1.535, 3.513, 1.331)  0.41
H (-1.810, 4.112, 2.983)  0.29
H (-0.290, 1.543, 2.449)  0.41
H (-1.094, 2.021, 3.939)  0.10
H (-3.020, 1.852, 1.729)  0.45
H (-3.003, 0.955, 3.271)  0.32
H (-1.069, -0.414, 2.045)  0.28
H (-2.770, -0.829, 1.827)  0.45
H (-1.049, 0.853, -0.032)  0.13
H (-2.773, 0.641, -0.238)  0.32
H (-1.724, -2.000, 0.058)  0.38
H (-0.573, -1.187, -0.970)  0.12
H (-2.991, -0.419, -2.138)  0.51
H (-3.320, -2.063, -1.618)  0.24
H (-0.887, -1.264, -3.236)  -0.15
H (-2.371, -1.875, -3.952)  0.41
H (-1.538, -3.706, -1.829)  0.48
H (-1.791, -4.051, -3.530)  0.50
H (1.488, -2.445, -2.157)  -0.34
H (2.351, -3.799, -5.110)  0.43
H (0.709, -4.273, -5.511)  0.39
H (0.011, -2.110, -6.048)  0.24
H (1.633, -2.190, -6.697)  0.48
H (0.572, -0.286, -4.819)  0.14
H (1.869, -1.153, -4.020)  0.22
H (3.454, -0.088, -5.377)  0.33
H (2.430, -0.222, -6.825)  0.34
H (3.324, 1.708, -4.068)  0.30
H (2.231, 3.040, -4.511)  0.24
H (1.591, 1.605, -3.681)  0.19
H (1.935, -5.417, -1.426)  0.31
H (0.450, -6.100, -2.171)  0.27
H (1.729, -6.276, -4.337)  0.25
H (3.380, -7.485, -1.975)  0.27
H (3.210, -8.094, -3.740)  0.24
C (-1.756, 1.671, 7.471)  -1.47
C (-2.794, 1.152, 6.500)  0.85
O (-3.248, 1.849, 5.611)  -0.61
N (-3.200, -0.139, 6.646)  -0.14
C (-2.765, -1.110, 7.626)  -0.87
H (-1.547, 2.704, 7.208)  0.30
H (-2.121, 1.629, 8.498)  0.46
H (-0.834, 1.092, 7.407)  0.38
H (-3.883, -0.424, 5.963)  0.23
H (-2.312, -1.977, 7.143)  0.29
H (-3.604, -1.457, 8.233)  0.28
H (-2.028, -0.667, 8.288)  0.32

Record 4
Here is a 9-piece molecular cluster, C9H36O9 overall in a non-equilibrium geometry from the Open Molecules 2025 dataset. Energies are from wB97M-V/def2-TZVPD.

The calculation puts the gap between HOMO and LUMO at 9.85 eV. The energy relative to the best compared isomer or geometry (same formula, charge and spin) is 146.35 kcal per mole. The structure (SMILES) is CO.CO.CO.CO.CO.CO.CO.CO.CO. The value obtained for the total energy is -1041.4376 hartree.

Last column: natural (NBO) charge in e.
Cartesian coordinates (Å):
C (-0.682, 2.522, -4.045)  -0.26
O (-1.667, 2.647, -5.101)  -0.73
H (-0.232, 3.490, -3.824)  0.16
H (-1.220, 2.167, -3.166)  0.18
H (0.144, 1.848, -4.270)  0.18
H (-1.164, 2.875, -5.886)  0.46
C (1.644, 3.242, 2.774)  -0.27
O (0.788, 2.144, 3.094)  -0.76
H (2.203, 3.077, 1.853)  0.19
H (1.264, 4.260, 2.686)  0.19
H (2.461, 3.175, 3.492)  0.18
H (0.962, 1.845, 3.989)  0.49
C (-2.441, -1.084, -3.848)  -0.28
O (-2.674, -2.445, -3.429)  -0.72
H (-2.309, -0.518, -2.926)  0.19
H (-1.460, -0.887, -4.279)  0.17
H (-3.278, -0.572, -4.323)  0.17
H (-2.916, -2.926, -4.224)  0.46
C (1.855, 1.445, -1.505)  -0.25
O (1.523, 0.413, -2.372)  -0.74
H (2.525, 1.164, -0.693)  0.16
H (2.422, 2.159, -2.102)  0.17
H (0.977, 1.941, -1.092)  0.16
H (0.829, -0.086, -1.936)  0.49
C (-1.633, 3.652, 1.389)  -0.23
O (-0.775, 2.744, 0.864)  -0.75
H (-2.479, 3.199, 1.907)  0.15
H (-1.072, 4.190, 2.153)  0.15
H (-2.085, 4.316, 0.653)  0.18
H (-0.333, 2.345, 1.617)  0.50
C (3.342, -0.534, 1.480)  -0.25
O (4.449, -0.024, 0.866)  -0.70
H (2.576, 0.139, 1.865)  0.16
H (2.847, -1.286, 0.866)  0.17
H (3.579, -1.139, 2.356)  0.15
H (5.073, 0.078, 1.588)  0.47
C (-0.556, -0.661, 0.531)  -0.27
O (-0.801, 0.027, -0.693)  -0.76
H (-1.514, -0.898, 0.994)  0.17
H (0.081, -1.506, 0.267)  0.18
H (-0.276, -0.064, 1.399)  0.18
H (-0.932, 0.957, -0.492)  0.49
C (0.656, -4.548, -0.058)  -0.25
O (1.417, -5.676, 0.292)  -0.72
H (1.028, -4.182, -1.014)  0.17
H (-0.357, -4.931, -0.182)  0.19
H (0.642, -3.779, 0.714)  0.15
H (2.330, -5.380, 0.298)  0.46
C (-2.773, -3.124, 3.434)  -0.27
O (-1.667, -2.733, 4.289)  -0.73
H (-3.307, -4.000, 3.801)  0.17
H (-3.517, -2.355, 3.226)  0.19
H (-2.442, -3.246, 2.402)  0.17
H (-1.057, -3.474, 4.320)  0.47

Record 5
Here is C15H12F5NO10STeTi as an isolated structure in a non-equilibrium geometry from the Open Molecules 2025 dataset. Energies are from wB97M-V/def2-TZVPD.

Its charge is -2. The calculation puts the gap between HOMO and LUMO at 7.11 eV. The energy relative to the best compared isomer or geometry (same formula, charge and spin) is 23.71 kcal per mole. The value obtained for the total energy is -3401.2651 hartree.

Last column: natural (NBO) charge in e.
Cartesian coordinates (Å):
Ti (-0.228, -2.056, 0.167)  1.69
O (-1.899, -4.854, -1.074)  -1.01
S (-2.347, -3.710, -0.307)  2.58
O (-3.772, -3.640, -0.071)  -1.01
O (-1.561, -3.539, 0.973)  -0.98
O (-1.847, -2.411, -0.995)  -0.97
O (1.179, -1.156, 1.475)  -0.55
C (1.082, -0.437, 2.468)  0.46
C (-0.129, 0.079, 3.025)  -0.33
C (-0.055, 0.903, 4.146)  -0.09
C (-1.201, 1.430, 4.690)  -0.04
C (-2.468, 1.143, 4.120)  -0.17
C (-2.566, 0.344, 3.029)  -0.28
C (-1.398, -0.241, 2.419)  0.51
O (-1.515, -0.983, 1.421)  -0.60
N (-1.114, 2.280, 5.846)  0.52
O (-0.014, 2.491, 6.343)  -0.43
O (-2.154, 2.706, 6.334)  -0.43
H (2.014, -0.156, 2.985)  0.13
H (0.904, 1.135, 4.589)  0.23
H (-3.347, 1.578, 4.574)  0.23
H (-3.519, 0.110, 2.576)  0.23
C (-1.408, 1.013, -2.640)  -0.74
C (-0.338, 1.143, -1.597)  0.61
O (-0.551, 0.852, -0.439)  -0.57
C (1.021, 1.611, -2.022)  -0.06
C (2.132, 1.162, -1.312)  -0.17
C (3.400, 1.586, -1.674)  -0.21
C (3.568, 2.468, -2.733)  -0.21
C (2.465, 2.911, -3.448)  -0.24
C (1.196, 2.470, -3.101)  -0.20
H (-2.294, 0.587, -2.174)  0.25
H (-1.054, 0.326, -3.413)  0.29
H (-1.642, 1.981, -3.091)  0.20
H (1.981, 0.441, -0.521)  0.25
H (4.263, 1.210, -1.139)  0.20
H (4.562, 2.797, -3.013)  0.20
H (2.594, 3.586, -4.286)  0.20
H (0.339, 2.796, -3.677)  0.21
F (1.841, -1.980, -3.623)  -0.66
Te (0.471, -3.068, -2.924)  2.62
F (0.860, -3.485, 0.377)  -0.54
F (2.044, -4.162, -2.497)  -0.71
F (0.461, -3.955, -4.663)  -0.71
F (-0.606, -1.700, -3.847)  -0.72
O (0.651, -1.605, -1.278)  -0.96